Record 1
Molecular formula: C35H31N6O3RuS
Method: DFT, wB97M-V/def2-TZVPD

Atoms and positions in Å:
1 Ru 0.4768 -1.2701 0.4315
2 C 0.7050 0.2056 6.1242
3 C 1.1481 -1.1768 5.6528
4 N 2.2691 -1.1271 4.7159
5 C 3.6229 -1.0988 5.2887
6 C 4.2586 0.2888 5.2783
7 C 2.1158 -1.0813 3.3896
8 S 0.4801 -1.0035 2.7766
9 N 3.2371 -1.0591 2.6788
10 C 3.3875 -1.0428 1.3673
11 O 2.4735 -1.0327 0.4793
12 C 4.7799 -1.0022 0.8692
13 C 5.8591 -1.0337 1.7515
14 C 7.1529 -1.0149 1.2626
15 C 7.3805 -0.9619 -0.1061
16 C 6.3099 -0.9266 -0.9892
17 C 5.0138 -0.9491 -0.5056
18 H -0.1489 0.1104 6.7948
19 H 0.4092 0.8204 5.2739
20 H 1.5063 0.7098 6.6632
21 H 0.3149 -1.6917 5.1835
22 H 1.4666 -1.7749 6.5060
23 H 4.2445 -1.7919 4.7252
24 H 3.5433 -1.4626 6.3115
25 H 4.3179 0.6681 4.2599
26 H 5.2678 0.2290 5.6867
27 H 3.6886 0.9919 5.8847
28 H 5.6698 -1.0735 2.8143
29 H 7.9892 -1.0430 1.9485
30 H 8.3936 -0.9504 -0.4864
31 H 6.4884 -0.8850 -2.0555
32 H 4.1715 -0.9337 -1.1841
33 C -2.6416 1.4516 -6.1692
34 O -3.4134 2.4445 -5.4948
35 C -4.0871 2.1032 -4.4023
36 C -4.8438 3.1207 -3.7948
37 C -5.5670 2.8691 -2.6599
38 C -5.5147 1.5974 -2.0637
39 C -4.7965 0.5681 -2.7000
40 C -4.0929 0.8120 -3.8540
41 N -6.2140 1.3917 -0.8952
42 N -6.0078 0.4653 -0.1131
43 C -4.8525 -0.1336 0.2265
44 C -4.8602 -1.5243 0.4695
45 C -3.6999 -2.2385 0.5712
46 C -2.4398 -1.5956 0.4771
47 O -1.3499 -2.2353 0.4614
48 C -2.4199 -0.1420 0.4106
49 N -1.2095 0.4402 0.4413
50 C -1.1220 1.7512 0.4868
51 C -2.2554 2.5686 0.5343
52 C -3.4988 1.9914 0.4547
53 C -3.6069 0.5962 0.3493
54 H -2.1817 1.9524 -7.0141
55 H -3.2747 0.6406 -6.5330
56 H -1.8627 1.0489 -5.5184
57 H -4.8455 4.0992 -4.2560
58 H -6.1581 3.6456 -2.1923
59 H -4.8199 -0.4353 -2.2947
60 H -3.5606 0.0019 -4.3318
61 H -5.8161 -2.0327 0.4768
62 H -3.7130 -3.3145 0.6777
63 H -0.1259 2.1770 0.4874
64 H -2.1489 3.6403 0.6243
65 H -4.3869 2.6069 0.4999
66 N -0.0319 0.0995 -6.8299
67 C 0.1161 -0.1353 -5.7141
68 C 0.2519 -0.4315 -4.3203
69 C 1.1503 0.2801 -3.5253
70 C 1.2169 0.0217 -2.1666
71 C 0.3983 -0.9443 -1.5809
72 C -0.4833 -1.6642 -2.3895
73 C -0.5525 -1.4183 -3.7523
74 H 1.7839 1.0328 -3.9760
75 H 1.9067 0.5930 -1.5556
76 H -1.1265 -2.4241 -1.9646
77 H -1.2359 -1.9779 -4.3782

Its total charge is +1. The value obtained for the LUMO energy (spin up / spin down) is -4.02 / -5.16 eV. The calculation puts the HOMO energy (spin up / spin down) at -10.51 / -11.21 eV. Its spin multiplicity is 5. The expectation value of S² is 6.0757.

Record 2
Molecular formula: C35H32BCl5N10O2S3Ti
Method: DFT, wB97M-V/def2-TZVPD

Atoms and positions in Å:
1 Ti 0.0690 -0.7810 -0.1489
2 C 1.6927 -2.2451 1.7571
3 C 2.5780 0.0685 -0.9787
4 C 3.4474 -0.2150 -2.0374
5 C 2.7773 0.2871 -3.1283
6 C 3.1953 0.2449 -4.5624
7 N 1.6158 0.8671 -2.7220
8 N 1.5198 0.7784 -1.3238
9 B 0.3396 0.7394 -3.5436
10 N -0.6703 1.8848 -3.3743
11 N -1.0845 2.2556 -2.1417
12 C -1.9600 3.2310 -2.3078
13 C -2.6407 3.8478 -1.1302
14 C -2.1251 3.5133 -3.6788
15 C -1.2764 2.6415 -4.3259
16 C -1.0211 2.5533 -5.7972
17 N -0.2864 -0.6933 -3.1995
18 N 0.1605 -1.5405 -2.2019
19 C -0.4086 -2.7290 -2.4282
20 C -0.1184 -3.9172 -1.5701
21 C -1.2307 -2.6684 -3.5495
22 C -1.1195 -1.3643 -4.0034
23 C -1.8098 -0.7274 -5.1598
24 H 2.4188 -2.2299 -0.3845
25 H 1.5698 -3.2592 1.4015
26 H 3.4281 -1.0028 0.8722
27 H 4.3755 -0.7610 -2.0157
28 H 4.2633 0.0345 -4.6215
29 H 2.9958 1.1919 -5.0642
30 H 2.6608 -0.5358 -5.1085
31 H 0.6373 0.7058 -4.7140
32 H -2.0870 3.6083 -0.2262
33 H -3.6594 3.4649 -1.0159
34 H -2.7020 4.9336 -1.2286
35 H -2.7438 4.2705 -4.1360
36 H -1.1141 3.5472 -6.2373
37 H -1.7403 1.9031 -6.3016
38 H -0.0233 2.1768 -6.0144
39 H 0.6173 -3.6734 -0.8045
40 H 0.2743 -4.7297 -2.1847
41 H -1.0239 -4.2637 -1.0685
42 H -1.8287 -3.4577 -3.9753
43 H -2.3387 -1.4859 -5.7367
44 H -1.0978 -0.2194 -5.8107
45 H -2.5322 0.0151 -4.8139
46 Cl -0.7705 2.5473 2.3605
47 C 0.8910 2.3877 2.7804
48 C 1.7539 1.3342 2.3360
49 C 1.3978 0.3081 1.4721
50 Cl 2.1286 -0.9713 0.6198
51 C 2.9996 1.5997 2.9638
52 Cl 4.3949 0.5853 2.7642
53 C 2.9146 2.7431 3.7394
54 Cl 4.1710 3.4416 4.6940
55 C 1.5936 3.2334 3.6247
56 Cl 0.9855 4.6454 4.4120
57 O -1.0993 -2.0226 0.7220
58 N -2.3878 -2.0023 0.4681
59 N -2.6544 -0.9892 -0.2897
60 O -1.7341 -0.0887 -0.5485
61 C -3.9448 -0.7607 -0.7891
62 C -4.9892 -1.6459 -0.5191
63 C -6.2425 -1.3951 -1.0495
64 C -6.4730 -0.2809 -1.8479
65 C -5.4204 0.5871 -2.1118
66 C -4.1583 0.3581 -1.5921
67 H -4.8052 -2.5112 0.1006
68 H -7.0509 -2.0830 -0.8324
69 H -7.4569 -0.0939 -2.2586
70 H -5.5758 1.4612 -2.7330
71 H -3.3294 1.0236 -1.7943
72 S 5.8778 -3.8760 6.6454
73 C 4.5852 -3.6898 5.6084
74 S 3.7419 -2.1867 5.4163
75 C 2.7028 -2.8910 4.2086
76 N 2.9681 -4.1260 3.9685
77 N 4.0258 -4.5699 4.7398
78 C 4.4216 -5.9155 4.4865
79 C 4.9305 -6.7319 5.4884
80 C 5.2740 -8.0426 5.1886
81 C 5.1096 -8.5448 3.9071
82 C 4.5891 -7.7234 2.9161
83 C 4.2431 -6.4129 3.1987
84 S 1.4230 -1.9584 3.4086
85 H 5.0576 -6.3427 6.4849
86 H 5.6690 -8.6746 5.9744
87 H 5.3814 -9.5686 3.6817
88 H 4.4483 -8.1019 1.9116
89 H 3.8294 -5.7677 2.4376

The value obtained for the relative energy (zero: lowest compared OMol25 entry of this formula, charge and spin) is 395.7 kcal/mol. Its total charge is -2. The value obtained for the LUMO energy (spin up / spin down) is 3.76 / 3.76 eV. The calculation puts the HOMO energy (spin up / spin down) at -0.05 / -1.51 eV. Its spin multiplicity is 3. The expectation value of S² is 2.0254.

Record 3
Molecular formula: C35H32BiN7S
Method: DFT, wB97M-V/def2-TZVPD

Atoms and positions in Å:
1 Bi 0.5204 -0.2507 -0.5374
2 S -2.4969 7.7635 0.1815
3 N -0.9996 7.1868 0.3450
4 C -1.0603 5.9013 0.0576
5 C 0.0505 4.9694 0.1060
6 C 1.3369 5.3427 0.4998
7 C 2.3137 4.3796 0.5838
8 C 1.9740 3.0600 0.2839
9 N 0.7653 2.6968 -0.1182
10 C -0.1935 3.6294 -0.2189
11 C -1.5350 3.1894 -0.6619
12 N -1.6713 1.9160 -1.0613
13 C -2.8680 1.4914 -1.4324
14 C -4.0118 2.2906 -1.4102
15 C -3.8801 3.6010 -1.0190
16 C -2.6193 4.0762 -0.6517
17 C -2.3742 5.4578 -0.2833
18 N -3.2773 6.4178 -0.2447
19 H 1.5308 6.3813 0.7385
20 H 3.3241 4.6263 0.8811
21 H 2.7019 2.2599 0.3728
22 H -2.9294 0.4582 -1.7640
23 H -4.9706 1.8758 -1.6923
24 H -4.7242 4.2786 -0.9871
25 C -4.5295 -3.8376 -1.3612
26 C -4.1287 -2.3690 -1.5433
27 C -4.3577 -1.5302 -0.3086
28 C -5.6399 -1.0771 -0.0092
29 C -5.8785 -0.2706 1.0918
30 C -4.8168 0.1181 1.8957
31 C -3.5225 -0.3092 1.6273
32 C -2.3744 0.1259 2.5052
33 C -2.1425 -0.8342 3.6765
34 C -3.3012 -1.1696 0.5414
35 N -1.9839 -1.5968 0.2605
36 C -1.6395 -2.8099 0.4860
37 C -0.3224 -3.3045 0.2269
38 C 0.1536 -4.6012 0.3963
39 C 1.4983 -4.5929 -0.0068
40 C 1.7853 -3.2898 -0.3937
41 N 0.6871 -2.5078 -0.2709
42 H -4.4265 -4.3829 -2.3017
43 H -5.5667 -3.9183 -1.0305
44 H -3.8959 -4.3245 -0.6173
45 H -4.7109 -1.9422 -2.3639
46 H -3.0786 -2.3197 -1.8317
47 H -6.4637 -1.3655 -0.6553
48 H -6.8844 0.0671 1.3122
49 H -4.9897 0.7711 2.7450
50 H -2.5813 1.1292 2.8850
51 H -1.4668 0.1870 1.9013
52 H -3.0432 -0.9116 4.2888
53 H -1.3221 -0.4942 4.3132
54 H -1.8960 -1.8333 3.3097
55 H -2.3470 -3.5272 0.9170
56 H -0.4186 -5.4415 0.7687
57 H 2.1862 -5.4251 -0.0020
58 H 2.7133 -2.8715 -0.7628
59 C 3.4073 -0.8432 2.2847
60 C 4.3253 -0.4204 1.1726
61 C 5.6997 -0.3575 1.3547
62 C 6.5485 0.0526 0.3368
63 C 6.0076 0.4319 -0.8843
64 C 4.6375 0.4236 -1.0999
65 C 4.0508 0.8421 -2.4182
66 C 3.7728 -0.0250 -0.0687
67 N 2.4277 -0.0370 -0.2728
68 H 3.9765 -1.2305 3.1295
69 H 2.7116 -1.6143 1.9469
70 H 2.8004 -0.0011 2.6348
71 H 6.1138 -0.6517 2.3142
72 H 7.6198 0.0826 0.4947
73 H 6.6635 0.7527 -1.6879
74 H 4.8261 1.2221 -3.0830
75 H 3.2923 1.6170 -2.2764
76 H 3.5487 0.0035 -2.9111

The value obtained for the LUMO energy is -0.83 eV. The calculation puts the HOMO energy at -7.07 eV.